Computed, not measured: C6H11NO2 in the gas phase, with ωB97M-V/def2-TZVPD.

HOMO-LUMO gap, hartree: 0.3508
Highest occupied orbital energy, eV: -8.75
SMILES string: CC(C)=C(/C=N\O)CO
Multiplicity: 1
LUMO, eV: 0.797

Geometry (Å):
O (2.125, -0.911, -0.918)
O (-2.093, 1.595, -0.890)
N (1.044, -0.989, -1.790)
C (0.360, -1.707, 1.253)
C (-0.215, 0.394, -0.024)
C (-0.059, -0.283, 1.142)
C (0.042, -0.291, -1.319)
C (-0.383, 0.316, 2.441)
C (-0.832, 1.726, -0.226)
H (-0.784, 1.326, 2.461)
H (-1.019, -0.338, 3.063)
H (1.477, -1.838, 1.391)
H (2.802, -1.441, -1.404)
H (-0.792, -0.151, -1.995)
H (0.600, 0.385, 3.007)
H (-0.211, 2.342, -0.856)
H (0.077, -2.257, 0.358)
H (-2.171, 2.402, -1.506)
H (-0.957, 2.217, 0.705)
H (-0.067, -2.128, 2.174)